Entry 1:
45
Properties=species:S:1:pos:R:3:forces:R:3 method="wB97M-V/def2-TZVPD" e_homo_ev=-9.203 lumo_ha=-0.007 energy_ev=-31189.4678 gap_ev=9.0
H 1.240385 0.465079 -1.534059 -0.42 -0.43 0.34
H 0.080775 -0.171255 -0.710688 0.02 0.27 -0.37
H -0.965806 0.518751 -2.971887 0.27 0.61 -0.19
H -1.538781 1.952043 -2.890744 1.27 3.65 -0.63
H -1.317331 1.324965 2.705237 1.22 -0.22 -1.12
H -0.970477 1.459802 1.171155 -0.62 0.22 -0.36
H 4.783397 -0.970083 0.381212 0.93 -0.80 2.22
H 5.364546 -0.204329 1.509651 0.42 1.73 0.91
H -1.906140 -2.753819 0.400243 -0.21 -0.79 0.15
H -0.591302 -2.437513 1.074699 -0.58 -1.93 -0.67
H 3.210352 4.417026 0.629355 0.59 0.36 0.77
H 2.409677 4.245267 -0.608742 0.57 -1.37 1.75
H -2.771059 -3.286181 -2.060937 0.02 -1.75 -0.15
H -2.453290 -1.900674 -2.166504 -0.93 0.49 -0.52
H 1.481542 -2.002610 -0.657812 -1.38 4.26 -3.55
H 0.964738 -3.325642 -0.203705 0.83 0.75 0.08
H -3.749533 1.976580 -1.866543 -2.21 1.76 -1.35
H -3.077221 1.707419 -0.608588 -0.05 -0.44 -0.62
H 1.039521 2.595775 -1.376498 1.46 -0.87 1.77
H 0.981684 2.534285 0.143317 0.79 -0.17 -0.11
H -1.631327 -0.534586 0.245619 -0.35 1.01 0.22
H -1.943311 -1.489231 -0.699168 -0.34 -1.69 -0.85
H 5.518545 -1.523279 -2.140883 -0.24 0.17 -0.12
H 6.176391 -0.822712 -0.965230 -1.35 0.51 -1.41
H -2.996730 1.595642 2.384796 2.51 1.18 1.47
H -3.603700 1.604580 0.984940 -0.40 -0.07 1.60
H -2.844353 -1.151628 2.346025 0.35 -0.23 0.49
H -4.204933 -0.550989 2.134642 2.66 1.24 0.36
H 2.026488 -0.893222 1.975314 -0.02 -0.46 0.25
H 1.366228 -1.658944 3.146686 0.28 -2.14 0.78
O 0.537255 -0.215720 -1.560071 1.00 0.04 -0.18
O -1.734238 1.081206 -2.787954 2.77 -5.24 -3.24
O -0.597483 1.270868 2.024867 -0.32 0.01 1.29
O 5.231691 -1.103847 1.302671 -1.49 -0.88 -3.17
O -1.093709 -3.219027 0.653399 0.73 2.41 0.86
O 2.675369 3.726570 0.215966 3.46 6.55 1.03
O -3.228225 -2.465892 -2.000086 0.72 0.82 0.01
O 1.698212 -2.671393 -0.123537 0.59 -4.90 3.38
O -3.131460 1.383646 -1.533852 -2.42 0.58 5.32
O 1.657544 2.433595 -0.557590 -6.85 -4.45 -5.21
O -1.996815 -0.557960 -0.656109 0.95 0.71 1.97
O 5.469426 -0.675609 -1.677400 1.66 -0.72 1.57
O -3.751181 1.377714 1.940813 -5.91 9.17 -4.97
O -3.228932 -0.241012 2.269672 0.28 -11.30 1.28
O 1.413562 -0.843673 2.718303 -0.23 2.37 -1.05

=====

Entry 2:
45
Properties=species:S:1:pos:R:3:forces:R:3 method="wB97M-V/def2-TZVPD" e_homo_ev=-8.837 lumo_ha=0.001 energy_ev=-31194.2892 gap_ev=8.9
H -1.014354 0.677732 -0.578318 0.09 0.17 0.02
H 0.045641 -0.356950 -0.237897 0.18 0.13 0.19
H 2.103983 3.204156 -1.240231 0.19 0.00 -0.01
H 2.359692 2.603998 0.132528 -0.15 0.43 -0.33
H 4.412342 -0.366074 0.551636 0.41 0.37 -0.22
H 4.818501 -0.084337 -0.885619 0.23 -0.31 0.08
H -2.493306 5.378165 0.913149 -0.08 -0.06 -0.03
H -2.894163 3.920328 0.758019 0.11 0.06 -0.19
H -0.922732 -3.669746 -2.232493 0.06 0.18 0.07
H -0.770037 -2.247178 -2.745355 -0.12 -0.15 0.17
H -1.476435 -3.335318 0.428454 -0.07 0.28 0.33
H -1.037575 -2.249546 -0.540331 0.04 -0.25 -0.04
H 4.884566 1.742047 1.129695 0.00 -0.27 0.07
H 3.368786 1.735970 1.241127 0.33 -0.20 0.59
H 1.155876 -2.521295 -3.356762 0.12 -0.09 -0.05
H 2.034863 -2.281834 -2.140176 -0.15 0.17 -0.27
H 3.536288 -2.052550 0.750235 -0.13 -0.25 0.01
H 2.652657 -2.246146 -0.471141 -0.15 -0.02 0.47
H -2.360354 -3.870146 2.592863 0.07 0.14 -0.05
H -3.343372 -2.878001 1.993391 0.22 0.16 -0.07
H 1.581461 1.138429 0.793902 -0.77 -0.51 -0.28
H 2.745388 0.406029 0.146670 -0.34 -0.35 0.06
H -0.775555 4.500839 -1.159592 -0.31 -0.12 0.03
H 0.105998 3.263344 -1.198471 -0.33 -0.28 0.33
H -4.925989 0.229427 -1.662562 -0.28 0.36 -0.32
H -4.773537 0.720618 -0.232341 -0.04 -0.19 -0.51
H -0.746651 -1.341437 3.520026 -0.07 -0.05 -0.22
H -1.943228 -0.668854 4.172619 0.01 -0.05 -0.05
H -2.626832 -0.218882 -0.542127 -0.45 0.01 0.25
H -2.982116 1.141226 0.035731 0.35 -0.35 0.08
O -0.059487 0.554340 -0.533683 -1.87 -0.02 -0.94
O 1.658788 2.758330 -0.510827 0.82 0.57 -0.18
O 5.066513 0.107732 0.025748 1.02 -0.59 -1.65
O -3.016481 4.788784 0.358255 -0.06 0.17 0.25
O -1.416336 -2.956116 -2.652109 -0.52 0.07 -0.29
O -0.728899 -2.766609 0.212235 0.84 0.25 -0.77
O 4.161939 1.365823 1.644724 -0.63 1.69 1.57
O 1.142878 -2.545046 -2.393302 0.59 0.04 -0.08
O 3.088236 -1.563152 0.051143 0.59 -1.96 -0.54
O -2.543390 -3.374344 1.786843 -0.99 -0.77 0.56
O 1.861903 0.262915 0.504389 1.24 1.03 1.44
O -0.816948 3.537892 -1.156248 -0.09 0.28 -0.29
O -4.361961 0.774306 -1.102233 -4.69 1.44 -3.97
O -1.703116 -1.415876 3.612893 0.02 0.20 0.41
O -3.053427 0.196994 0.215536 4.73 -1.32 4.38

=====

Entry 3:
45
Properties=species:S:1:pos:R:3:forces:R:3 method="wB97M-V/def2-TZVPD" e_homo_ev=-10.838 lumo_ha=-0.002 energy_ev=-31200.2014 gap_ev=10.8
O 0.510009 -2.879505 2.633068 -0.45 -0.58 -0.51
H 0.488727 -1.940352 2.425676 -0.06 0.41 0.44
H 1.259455 -2.988238 3.210286 0.32 -0.18 0.32
O 1.131495 -0.920235 -2.425675 -0.05 -2.07 -1.20
H 0.647546 -0.703357 -3.241123 0.41 0.70 0.84
H 1.234539 -0.218283 -1.799563 -0.34 1.37 0.03
O 2.996008 -1.665816 1.089533 2.59 0.55 0.83
H 2.264219 -1.812153 0.521099 -1.57 -0.16 -0.13
H 2.765198 -1.580798 2.020435 -0.47 -0.08 -0.50
O -1.894536 1.356782 2.230454 0.13 -0.50 0.83
H -2.055393 1.890980 1.470871 -0.30 0.87 -0.91
H -1.896811 0.479975 1.829345 0.02 -0.30 0.10
O 2.776004 1.348388 1.273922 0.60 1.57 -0.57
H 3.266276 0.815096 0.652764 0.54 -0.72 0.15
H 2.159070 0.755623 1.666680 -0.77 -1.08 0.63
O 0.592225 -0.134849 2.728280 1.43 -0.14 1.28
H 0.683061 0.665122 3.259923 -0.28 -0.15 0.13
H 0.172426 0.144283 1.939294 -1.26 0.61 -1.57
O -0.998922 1.840148 -2.522645 1.68 0.30 -1.29
H -1.324962 1.986992 -1.666374 -0.92 0.50 1.84
H -1.636981 1.276615 -2.901845 -1.17 -1.09 -0.86
O -0.684844 0.190158 -0.054252 0.13 0.43 0.38
H -0.308090 -0.694884 -0.160595 -0.09 -0.54 0.24
H 0.021544 0.746330 -0.410405 -0.20 0.22 -0.28
O -0.617096 -3.306680 -2.518462 0.56 -0.47 -0.30
H -1.472579 -3.212532 -2.132220 -1.03 -0.20 0.40
H -0.355524 -2.396372 -2.619445 0.44 0.56 -0.13
O 0.844749 3.942884 -2.441582 0.42 -0.68 -1.12
H 0.704335 4.405755 -1.643540 -0.17 1.06 1.26
H 0.507034 3.059904 -2.241314 -0.12 0.08 -0.44
O 0.597199 -2.134529 -0.028860 -0.30 2.73 -0.73
H 0.880704 -2.307448 -0.915328 0.09 -0.81 -1.04
H 0.599936 -2.851130 0.545770 0.01 -2.51 1.43
O -1.801959 3.444181 -0.333408 -0.09 -0.04 0.34
H -0.931000 3.311118 0.058889 -0.07 0.27 0.18
H -2.284973 4.053700 0.245080 0.27 -0.19 -0.19
O -2.121404 -1.727009 1.976784 -0.47 1.47 -2.07
H -1.703638 -2.550608 2.032789 1.17 -2.01 0.00
H -2.372301 -1.556158 2.850667 -0.72 0.59 2.09
O 1.516396 1.506106 -1.158321 0.56 -0.17 -0.13
H 2.061793 1.707919 -0.387171 -0.15 0.16 0.84
H 2.168722 1.569979 -1.864115 -0.26 0.21 -0.52
O -3.016076 -0.809128 -1.313019 -0.55 1.96 -1.18
H -3.005204 -1.713925 -1.132687 -0.04 -2.09 0.69
H -2.366377 -0.394050 -0.749658 0.52 0.16 0.41

=====

Entry 4:
45
Properties=species:S:1:pos:R:3:forces:R:3 method="wB97M-V/def2-TZVPD" e_homo_ev=-10.241 lumo_ha=0.002 energy_ev=-31200.4120 gap_ev=10.3
O -1.604543 -3.725951 -0.859129 -0.67 -1.90 -0.05
H -1.122840 -4.552904 -1.104391 -0.53 1.16 0.29
H -0.967452 -3.043696 -0.978995 1.03 0.71 -0.34
O 2.585466 2.290708 -0.219051 -2.20 0.11 -1.56
H 2.341898 1.359170 -0.298907 0.25 0.03 -0.10
H 3.286087 2.368984 0.370388 1.85 0.03 1.60
O -2.078502 2.063348 -2.010659 1.26 0.28 -1.07
H -1.373949 1.805565 -2.645657 -0.81 0.00 0.27
H -1.595298 2.764928 -1.513215 -0.42 -0.13 0.08
O 2.411257 0.181726 -2.322892 1.43 -0.03 -0.66
H 2.527482 -0.413812 -1.570527 0.05 -0.13 -0.05
H 1.522834 0.466461 -2.288502 -1.40 0.27 0.08
O 0.281027 0.098816 -0.336598 -0.08 1.07 -1.21
H -0.419187 -0.244442 -0.928093 0.29 -0.05 0.41
H 0.293125 -0.494227 0.395510 0.16 -0.80 1.15
O -2.945250 1.613174 0.494680 0.12 1.20 0.63
H -2.778144 2.518534 0.845885 -0.29 -1.07 0.10
H -2.591247 1.726886 -0.393488 -0.07 -0.47 -0.21
O 2.340266 0.118030 2.177306 -0.49 -0.84 -0.84
H 3.131542 0.274892 2.680623 0.16 0.62 0.27
H 1.887780 0.936658 1.914562 0.22 0.24 0.70
O 0.328436 2.323403 2.492747 0.35 -0.22 0.05
H -0.259640 1.592771 2.234427 0.02 0.38 0.28
H 0.280963 3.000183 1.814430 -0.17 -0.10 -0.31
O 3.329917 -1.241046 -0.271917 1.73 -0.87 -2.36
H 2.771314 -1.115914 0.449453 -1.19 0.69 2.59
H 4.181520 -0.802213 -0.144694 -0.49 -0.06 0.28
O -0.417008 3.390112 -0.317706 -0.07 -0.39 -0.48
H 0.148643 2.693378 -0.712574 0.17 0.46 0.69
H -0.126530 4.226591 -0.692282 0.31 0.05 0.01
O -1.187137 0.017516 2.797363 0.33 0.39 -1.36
H -1.692907 -0.568613 3.328657 -0.56 -0.60 1.11
H -1.622453 -0.132858 1.929067 0.19 0.30 0.45
O -1.806970 -0.756964 -1.779402 0.44 0.12 -0.26
H -2.492060 -1.367947 -1.983404 -0.51 -1.47 -0.29
H -2.260573 0.068772 -1.871872 -0.23 1.32 -0.03
O -2.487659 -1.297774 0.854688 -0.27 0.26 -0.27
H -3.113500 -0.870279 0.256630 0.36 0.37 0.09
H -2.929060 -2.107788 1.068677 -0.25 -1.00 0.30
O 1.052320 -2.788160 -1.941459 -1.31 -0.14 -0.41
H 1.883259 -3.154560 -2.192633 0.96 -0.32 -0.28
H 1.220909 -2.312591 -1.140010 0.33 0.44 0.78
O 0.309391 -2.378035 1.197564 0.99 -0.23 -0.41
H 0.340765 -2.419136 2.144234 0.55 0.04 0.89
H -0.584295 -2.111693 1.071165 -1.52 0.26 -0.55

=====

Entry 5:
45
Properties=species:S:1:pos:R:3:forces:R:3 method="wB97M-V/def2-TZVPD" e_homo_ev=-9.776 lumo_ha=-0.021 energy_ev=-31194.2931 gap_ev=9.2
H 0.779375 -0.500835 1.242302 -0.29 -1.03 0.11
H -0.434124 -0.592981 0.435752 -2.38 1.59 -1.76
H 2.608258 -2.357187 -2.406502 -0.47 -0.58 0.38
H 2.888144 -3.471266 -3.596790 0.30 2.54 1.67
H 0.735533 2.745631 -2.782505 -0.01 -0.39 -1.28
H 0.328567 1.464628 -3.387212 -0.84 -2.07 0.35
H 0.535706 -0.608613 -1.870937 -1.63 0.49 0.02
H -0.961065 -1.062068 -1.777497 0.38 0.28 -0.17
H -1.006920 -1.286741 2.839337 0.63 -2.19 -1.05
H -1.232742 -2.366930 1.674446 -0.64 0.28 0.12
H 0.815635 -2.220171 1.911553 1.38 0.67 1.94
H 2.265475 -1.859861 2.523692 0.65 -0.33 -0.11
H 4.180356 1.309525 -1.651050 1.16 0.62 -0.37
H 3.263375 0.426666 -2.367798 -0.72 -1.74 -3.93
H 0.440038 -0.353125 5.086019 -0.43 1.81 -2.48
H 1.201396 0.537716 4.059100 0.32 -0.14 -0.18
H -0.418865 2.833427 3.609250 -2.30 0.20 1.23
H -1.597672 3.729691 3.307880 -0.26 0.12 0.25
H 1.185366 1.739311 0.198644 2.00 -0.44 0.45
H -0.145584 1.455892 -0.268097 0.20 1.28 -0.04
H 4.403191 0.990977 0.208162 0.64 -1.37 -0.25
H 5.684338 0.380182 -0.279890 4.59 0.94 -0.43
H -4.251114 1.238754 0.199395 -1.40 2.29 0.78
H -5.594976 2.013456 0.517769 -1.74 -0.49 0.13
H -1.546567 -3.966917 -2.863547 0.75 2.41 -2.65
H -1.515486 -4.419714 -1.557591 -0.62 -1.10 -0.18
H -2.797176 1.453875 2.651575 0.20 -0.14 0.03
H -2.391700 2.017943 1.290788 -0.09 -1.64 0.96
H -3.460230 0.890613 -4.037303 0.02 0.83 -0.70
H -3.080711 0.198167 -2.756819 -1.19 -0.46 -1.87
O 0.153507 -1.151490 0.857663 2.26 1.94 -2.96
O 3.139298 -2.571745 -3.165248 0.20 -1.95 -1.98
O 0.636486 2.294612 -3.663627 0.79 2.40 1.03
O -0.407513 -0.279545 -1.938752 1.21 -0.63 0.14
O -0.766771 -2.215635 2.491655 -3.79 -0.29 3.12
O 1.332807 -1.676457 2.582011 2.47 -0.83 0.71
O 3.390164 0.822467 -1.573619 -2.90 2.00 1.85
O 0.305124 0.283003 4.275306 -0.10 -1.52 2.71
O -1.340460 3.087515 3.983123 2.40 -0.28 -1.45
O 0.427903 2.231711 -0.033186 -2.17 -0.77 -0.66
O 4.831094 0.164622 -0.127712 -2.85 -0.50 3.14
O -4.681671 2.147029 0.403082 2.99 -1.69 -0.91
O -1.861488 -4.705966 -2.432657 -0.13 -1.33 2.81
O -2.435191 1.154143 1.806101 0.20 1.55 -1.10
O -3.603109 0.055688 -3.616266 1.22 -0.33 2.57

=====

Repeat the fourth record exactly.
45
Properties=species:S:1:pos:R:3:forces:R:3 method="wB97M-V/def2-TZVPD" e_homo_ev=-10.241 lumo_ha=0.002 energy_ev=-31200.4120 gap_ev=10.3
O -1.604543 -3.725951 -0.859129 -0.67 -1.90 -0.05
H -1.122840 -4.552904 -1.104391 -0.53 1.16 0.29
H -0.967452 -3.043696 -0.978995 1.03 0.71 -0.34
O 2.585466 2.290708 -0.219051 -2.20 0.11 -1.56
H 2.341898 1.359170 -0.298907 0.25 0.03 -0.10
H 3.286087 2.368984 0.370388 1.85 0.03 1.60
O -2.078502 2.063348 -2.010659 1.26 0.28 -1.07
H -1.373949 1.805565 -2.645657 -0.81 0.00 0.27
H -1.595298 2.764928 -1.513215 -0.42 -0.13 0.08
O 2.411257 0.181726 -2.322892 1.43 -0.03 -0.66
H 2.527482 -0.413812 -1.570527 0.05 -0.13 -0.05
H 1.522834 0.466461 -2.288502 -1.40 0.27 0.08
O 0.281027 0.098816 -0.336598 -0.08 1.07 -1.21
H -0.419187 -0.244442 -0.928093 0.29 -0.05 0.41
H 0.293125 -0.494227 0.395510 0.16 -0.80 1.15
O -2.945250 1.613174 0.494680 0.12 1.20 0.63
H -2.778144 2.518534 0.845885 -0.29 -1.07 0.10
H -2.591247 1.726886 -0.393488 -0.07 -0.47 -0.21
O 2.340266 0.118030 2.177306 -0.49 -0.84 -0.84
H 3.131542 0.274892 2.680623 0.16 0.62 0.27
H 1.887780 0.936658 1.914562 0.22 0.24 0.70
O 0.328436 2.323403 2.492747 0.35 -0.22 0.05
H -0.259640 1.592771 2.234427 0.02 0.38 0.28
H 0.280963 3.000183 1.814430 -0.17 -0.10 -0.31
O 3.329917 -1.241046 -0.271917 1.73 -0.87 -2.36
H 2.771314 -1.115914 0.449453 -1.19 0.69 2.59
H 4.181520 -0.802213 -0.144694 -0.49 -0.06 0.28
O -0.417008 3.390112 -0.317706 -0.07 -0.39 -0.48
H 0.148643 2.693378 -0.712574 0.17 0.46 0.69
H -0.126530 4.226591 -0.692282 0.31 0.05 0.01
O -1.187137 0.017516 2.797363 0.33 0.39 -1.36
H -1.692907 -0.568613 3.328657 -0.56 -0.60 1.11
H -1.622453 -0.132858 1.929067 0.19 0.30 0.45
O -1.806970 -0.756964 -1.779402 0.44 0.12 -0.26
H -2.492060 -1.367947 -1.983404 -0.51 -1.47 -0.29
H -2.260573 0.068772 -1.871872 -0.23 1.32 -0.03
O -2.487659 -1.297774 0.854688 -0.27 0.26 -0.27
H -3.113500 -0.870279 0.256630 0.36 0.37 0.09
H -2.929060 -2.107788 1.068677 -0.25 -1.00 0.30
O 1.052320 -2.788160 -1.941459 -1.31 -0.14 -0.41
H 1.883259 -3.154560 -2.192633 0.96 -0.32 -0.28
H 1.220909 -2.312591 -1.140010 0.33 0.44 0.78
O 0.309391 -2.378035 1.197564 0.99 -0.23 -0.41
H 0.340765 -2.419136 2.144234 0.55 0.04 0.89
H -0.584295 -2.111693 1.071165 -1.52 0.26 -0.55